DFT (wB97M-V/def2-TZVPD) results for a single C5H7NO molecule.

ΔE to the lowest compared entry with this formula, charge and spin, kcal per mole: 70.03
Orbital gap, eV: 9.13
LUMO, eV: 0.82
HOMO energy, eV: -8.3
Electronic energy, eV: -8833.1661

ORCA input file:
```
! wB97M-V def2-TZVPD RIJCOSX def2/J DEFGRID3
* xyz 0 1
H 0.15916 2.35434 -0.56930
C 1.13679 -0.22417 -0.80601
H 0.57258 -1.25087 2.19765
O -0.44816 1.73690 -0.99750
H -1.32219 -1.46044 -0.41916
C -0.18289 0.47123 -0.48563
H 1.92305 0.51554 -1.01518
H -0.86613 0.79845 1.67798
C -0.49177 0.10017 0.93291
C 1.54097 -1.06575 0.40500
N 0.59636 -0.79965 1.29176
H -2.33504 0.07393 -0.31701
H 1.08172 -0.85202 -1.70364
C -1.36447 -0.39765 -0.19187
*
```